1.
Here is one molecule with the formula C3H2NP from OMol25. Energies are from wB97M-V/def2-TZVPD.

HOMO level (spin up / spin down) = -9.4 / -9.4 eV
net charge = 0
relative energy (zero: lowest compared OMol25 entry of this formula, charge and spin) = 158.6 kcal per mole
E_tot = -511.275316 hartree
HOMO-LUMO gap (spin up / spin down) = 6.8 / 6.7 eV

XYZ file:
```
7
C3H2NP | OMol25 | wB97M-V/def2-TZVPD
C -0.551 -0.366 0.508
C 0.529 1.687 0.174
C -1.823 -0.429 0.099
N -2.961 -0.521 -0.206
P 1.026 0.077 -0.046
H 2.036 -0.325 0.839
H 1.745 -0.123 -1.367
```


2.
Here is a 2-piece molecular cluster, C2H4OSi overall from OMol25. Energies are from wB97M-V/def2-TZVPD.

HOMO level (spin up / spin down) = -10.9 / -10.7 eV
net charge = 0
relative energy (zero: lowest compared OMol25 entry of this formula, charge and spin) = 140.9 kcal per mole
E_tot = -443.047752 hartree
HOMO-LUMO gap (spin up / spin down) = 8.7 / 8.3 eV

XYZ file:
```
8
C2H4OSi | OMol25 | wB97M-V/def2-TZVPD
C 2.845 -1.035 1.156
C 2.104 -0.217 0.712
O 0.675 0.425 -1.126
Si -0.844 0.047 -0.830
H 3.851 -1.357 1.395
H -1.316 -1.117 0.024
H -0.745 -0.071 -2.321
H -1.654 1.197 -0.426
```


Which value of relative energy (zero: lowest compared OMol25 entry of this formula, charge and spin) does entry 2 give? 140.9 kcal per mole


Among the records above, which one has the highest E_tot? C2H4OSi


Which value of E_tot does entry 2 give? -443.047752 hartree